Record 1
{
  "formula": "C2H6NO2",
  "method": "ωB97M-V with the def2-TZVPD basis set",
  "de_lowest_kcal_mol": 233.1,
  "gap_ev": [4.648, 11.521],
  "molar_mass_g_mol": 76.07,
  "multiplicity": 1,
  "e_homo_ev": [-12.51, -15.88],
  "e_lumo_ev": [-7.86, -4.36],
  "charge": 1,
  "elements": ["C", "C", "N", "O", "O", "H", "H", "H", "H", "H", "H"],
  "coordinates": [[-0.56419, -0.29708, -0.01985], [2.62614, 0.64826, -0.06025], [-1.94999, -0.99773, 0.00746], [-0.73510, 0.95161, -0.63490], [-0.52849, 0.78983, 0.79208], [2.59854, 1.51680, 0.59470], [3.51388, 0.78315, -0.74259], [1.99151, -0.22086, 0.32773], [-2.10761, -1.63695, -0.80043], [-2.49372, -0.18576, -0.38815], [-2.35096, -1.35127, 0.92421]],
  "atomic_forces_ev_per_a": [[-0.31, 1.83, 0.05], [0.34, -0.14, 1.09], [-1.05, 0.95, -1.13], [0.15, -1.06, -1.05], [-0.04, -1.09, 1.15], [-0.55, 0.00, -0.10], [-1.50, -1.18, 0.31], [1.61, 1.07, -1.27], [0.71, -0.41, 1.01], [-0.15, -0.41, 1.17], [0.79, 0.44, -1.24]],
  "mulliken_charge": [0.160, -0.603, -0.300, -0.202, -0.126, 0.284, 0.305, 0.317, 0.385, 0.402, 0.379]
}

---

Record 2
{
  "formula": "CHBr4O2P",
  "method": "ωB97M-V with the def2-TZVPD basis set",
  "de_lowest_kcal_mol": 9.1,
  "gap_ev": 9.327,
  "molar_mass_g_mol": 395.61,
  "multiplicity": 1,
  "e_homo_ev": -9.76,
  "e_lumo_ev": -0.43,
  "elements": ["C", "O", "O", "P", "Br", "Br", "Br", "Br", "H"],
  "coordinates": [[1.74820, -2.04955, -0.83666], [-1.46050, 2.82600, 0.67688], [2.72112, -1.39781, -0.89971], [-0.70673, 1.63360, -0.03520], [0.58928, 0.71981, 1.64932], [1.11281, -3.01428, 0.68213], [0.41386, -1.90673, -2.19743], [-2.46987, 0.21262, -0.60185], [-1.94816, 2.97633, 1.56252]],
  "atomic_forces_ev_per_a": [[-0.37, 1.13, -0.01], [-1.14, 1.01, 1.94], [0.22, -0.67, 0.31], [-0.01, -0.40, -0.12], [-0.84, 0.10, -0.46], [0.31, -0.20, -0.04], [-0.13, -0.28, -0.25], [0.70, 0.33, 0.67], [1.25, -1.01, -2.05]],
  "mulliken_charge": [0.423, -0.424, -0.335, 0.457, -0.185, -0.031, -0.070, -0.200, 0.366]
}